#P
{
  "formula": "C5H14N2",
  "method": "ωB97M-V with the def2-TZVPD basis set",
  "homo_energy_ev": -8.58,
  "symbols": ["C", "C", "N", "C", "C", "C", "N", "H", "H", "H", "H", "H", "H", "H", "H", "H", "H", "H", "H", "H", "H"],
  "coordinates": [[1.1012, -1.0942, -2.6447], [1.2922, -1.2032, -1.1519], [0.0212, -0.6759, -0.4469], [0.1620, -0.3494, 0.9916], [-0.9731, 0.6169, 1.3561], [-1.1370, 1.6760, 0.3121], [-0.6553, 1.1011, 2.7183], [0.9307, -2.0785, -3.2244], [0.0567, -0.5440, -2.7280], [1.8110, -0.6886, -3.2356], [1.2750, -2.3070, -0.9939], [2.2194, -0.7988, -0.6881], [-0.6940, -1.2943, -0.6196], [1.1040, 0.0480, 1.4503], [0.0549, -1.3289, 1.6093], [-2.0309, 0.1246, 1.3133], [-1.5203, 1.2319, -0.6399], [-0.1890, 2.1067, 0.0076], [-1.8924, 2.3746, 0.6878], [0.3325, 1.4749, 2.7469], [-1.2688, 1.6079, 3.1797]],
  "mulliken_charge": [-1.02, -0.32, -0.27, -0.87, 0.55, -1.30, -0.59, 0.24, 0.20, 0.33, 0.25, 0.40, 0.27, 0.39, 0.23, 0.17, 0.30, 0.26, 0.39, 0.18, 0.20]
}

---

#Q
{
  "formula": "C5H14N2",
  "method": "ωB97M-V with the def2-TZVPD basis set",
  "homo_energy_ev": -8.51,
  "symbols": ["C", "C", "C", "N", "C", "C", "N", "H", "H", "H", "H", "H", "H", "H", "H", "H", "H", "H", "H", "H", "H"],
  "coordinates": [[1.9620, 0.8253, -0.3823], [0.6045, 1.3224, 0.0847], [0.0663, 2.4351, -0.8213], [-0.4176, 0.2836, 0.1055], [-0.1294, -0.8633, 0.9484], [-1.2826, -1.8365, 0.8967], [-1.3514, -2.4194, -0.4730], [1.8870, 0.4928, -1.4114], [2.3205, 0.0569, 0.3054], [2.6826, 1.6441, -0.3571], [0.6375, 1.7246, 1.0925], [-0.0421, 2.0371, -1.8309], [0.6920, 3.3169, -0.7657], [-0.9392, 2.6385, -0.4761], [-0.5708, -0.0452, -0.8417], [0.0624, -0.5317, 1.9645], [0.7616, -1.3986, 0.5886], [-1.2823, -2.6067, 1.6592], [-2.2089, -1.2750, 0.9788], [-1.1415, -3.4092, -0.4558], [-2.3105, -2.3918, -0.8089]],
  "mulliken_charge": [-1.31, 0.30, -1.48, -0.36, -0.55, -0.67, -0.58, 0.30, 0.37, 0.41, 0.31, 0.33, 0.40, 0.39, 0.34, 0.34, 0.24, 0.41, 0.37, 0.22, 0.21]
}

---

Which one is most stable, and which one is least stable? #Q is the most stable of them, while #P is the least stable.

---

#P
{
  "formula": "C5H14N2",
  "method": "ωB97M-V with the def2-TZVPD basis set",
  "homo_energy_ev": -9.19,
  "symbols": ["C", "C", "C", "N", "H", "H", "H", "H", "H", "H", "H", "H", "H", "C", "N", "C", "H", "H", "H", "H", "H"],
  "coordinates": [[0.7428, -0.0394, 1.8429], [-0.5297, 0.6722, 1.3812], [-1.0631, 1.6537, 2.4029], [-0.3445, 1.3769, 0.0987], [0.5854, -0.6826, 2.7124], [1.0938, -0.7272, 1.0678], [1.5405, 0.6799, 2.0318], [-1.2906, -0.0887, 1.1878], [-2.0632, 1.9851, 2.1223], [-1.1409, 1.2009, 3.3955], [-0.4499, 2.5494, 2.5206], [-0.0744, 0.6886, -0.5985], [0.4398, 2.0163, 0.1621], [-0.2089, -0.4452, -3.2105], [0.8219, -0.7915, -2.5798], [0.8116, -2.1342, -2.0010], [-0.2991, 0.5618, -3.6007], [-1.0471, -1.1206, -3.4151], [1.8051, -2.5520, -2.1452], [0.0385, -2.7688, -2.4438], [0.6320, -2.0345, -0.9316]],
  "mulliken_charge": [-1.16, 0.60, -1.40, -0.65, 0.35, 0.22, 0.32, 0.24, 0.34, 0.36, 0.32, 0.18, 0.26, -0.23, -0.40, -0.61, 0.29, 0.22, 0.24, 0.37, 0.13]
}

---

#Q
{
  "formula": "C5H14N2",
  "method": "ωB97M-V with the def2-TZVPD basis set",
  "homo_energy_ev": -8.28,
  "symbols": ["C", "C", "C", "C", "C", "N", "N", "H", "H", "H", "H", "H", "H", "H", "H", "H", "H", "H", "H", "H", "H"],
  "coordinates": [[-0.7945, -2.4489, 0.0292], [-0.5425, -0.9907, 0.1695], [0.5922, -0.3578, 1.0388], [1.6275, 0.6850, 0.3770], [1.0696, 1.5134, -0.7630], [-0.3299, 1.9990, -0.6408], [-1.7173, -0.1882, 0.0850], [0.2233, -2.9324, -0.0288], [-1.0911, -2.6003, -0.9852], [-1.4905, -2.9694, 0.7127], [0.8445, -1.3650, -1.3532], [1.0572, -1.2859, 1.4953], [0.0727, 0.1320, 1.8458], [1.8548, 1.2723, 1.2928], [2.6091, 0.2167, 0.0473], [1.2901, 0.9958, -1.7065], [1.6031, 2.4671, -0.8282], [-0.9756, 1.2804, -0.2234], [-0.4291, 2.7566, -0.0341], [-0.5691, -0.4776, -0.8563], [-2.3830, -0.5719, -0.5957]],
  "mulliken_charge": [-1.27, 0.28, -0.84, -0.42, -0.68, -0.64, -0.81, 0.34, 0.48, 0.32, 0.05, 0.29, 0.42, 0.31, 0.30, 0.34, 0.39, 0.37, 0.25, 0.28, 0.24]
}

---

#R
{
  "formula": "C5H14N2",
  "method": "ωB97M-V with the def2-TZVPD basis set",
  "homo_energy_ev": -8.79,
  "symbols": ["C", "C", "C", "N", "H", "H", "H", "H", "H", "H", "H", "C", "N", "C", "H", "H", "H", "H", "H", "H", "H"],
  "coordinates": [[2.3960, 0.1628, 0.7038], [1.7489, 0.5710, -0.4033], [1.7069, -0.0625, -1.8051], [0.3854, 0.0990, -2.4015], [2.4654, 0.8167, 1.6192], [2.8558, -0.8099, 0.8277], [1.1913, 1.4823, -0.3279], [2.5603, 0.4364, -2.4044], [1.9976, -1.1386, -1.6961], [0.3969, -0.4824, -3.2381], [0.2183, 1.0695, -2.6883], [-1.6510, -1.2554, 1.9098], [-1.3072, -0.0349, 1.1519], [-2.5759, 0.6855, 0.8640], [-2.2115, -0.9513, 2.8113], [-2.3256, -1.9782, 1.3383], [-0.7338, -1.7729, 2.2647], [-0.9773, -0.3489, 0.2501], [-3.3522, 0.0242, 0.3725], [-2.4207, 1.5356, 0.1789], [-2.9621, 1.0614, 1.8242]],
  "mulliken_charge": [-0.74, -0.08, -0.41, -0.55, 0.21, 0.26, 0.25, 0.25, 0.36, 0.23, 0.21, -0.83, -0.28, -0.85, 0.31, 0.29, 0.26, 0.21, 0.29, 0.26, 0.33]
}

---

Which one is most stable, and which one is least stable? #P is the most stable of them, while #Q is the least stable.

---

#P
{
  "formula": "C5H14N2",
  "method": "ωB97M-V with the def2-TZVPD basis set",
  "homo_energy_ev": -7.97,
  "symbols": ["C", "N", "C", "C", "C", "C", "N", "H", "H", "H", "H", "H", "H", "H", "H", "H", "H", "H", "H", "H", "H"],
  "coordinates": [[-2.4589, -0.6835, -3.0601], [-0.6081, -0.2669, -0.2277], [1.4126, 1.7451, -0.6059], [1.3248, 1.0000, 0.7327], [0.1338, 0.0768, 0.8222], [-0.1635, -0.5317, 2.1813], [0.8978, -1.3675, 2.7401], [-2.8021, -1.6226, -2.6250], [-3.3246, -0.0480, -3.2341], [-1.9207, -0.8714, -3.9850], [-1.8086, -0.2498, -2.3029], [0.4178, 2.0853, -0.8781], [2.0967, 2.5890, -0.5584], [1.7611, 1.0799, -1.3934], [1.2667, 1.7245, 1.5532], [2.2655, 0.4822, 0.9328], [0.3053, -0.9324, -0.0339], [-1.0544, -1.1396, 2.0783], [-0.3958, 0.2637, 2.8985], [0.8391, -2.3179, 2.4062], [1.8157, -1.0151, 2.5593]],
  "mulliken_charge": [-0.73, -0.68, -1.17, -0.54, 0.69, -0.85, -0.54, 0.23, 0.24, 0.23, 0.05, 0.30, 0.38, 0.30, 0.37, 0.30, 0.17, 0.41, 0.34, 0.27, 0.23]
}

---

#Q
{
  "formula": "C5H14N2",
  "method": "ωB97M-V with the def2-TZVPD basis set",
  "homo_energy_ev": -8.84,
  "symbols": ["C", "C", "C", "N", "N", "H", "H", "H", "H", "H", "H", "H", "H", "C", "C", "H", "H", "H", "H", "H", "H"],
  "coordinates": [[1.8160, 0.2887, -0.5401], [1.2084, -0.8623, -0.9743], [-0.2488, -0.9704, -0.8987], [-0.7343, -2.2989, -1.1809], [-1.0510, 0.0713, -1.5408], [1.4282, 1.2493, -0.8689], [2.8961, 0.3248, -0.4960], [1.7383, -1.8045, -0.9050], [-0.3699, -0.7015, 0.2615], [-1.7395, -2.3239, -1.0624], [-0.5410, -2.5561, -2.1432], [-0.8255, 0.9905, -1.1801], [-0.8828, 0.0741, -2.5431], [0.0567, 0.4126, 1.8573], [-0.8198, 1.6435, 1.6616], [0.9401, 0.4145, 0.8540], [-0.5359, -0.4215, 2.2355], [0.7964, 0.5864, 2.6408], [-0.2321, 2.4840, 1.2859], [-1.6115, 1.4422, 0.9398], [-1.2882, 1.9572, 2.5970]],
  "mulliken_charge": [-0.95, -0.19, 0.90, -0.69, -0.62, 0.28, 0.35, 0.29, -0.41, 0.27, 0.24, 0.19, 0.25, -0.45, -0.96, -0.11, 0.27, 0.41, 0.29, 0.30, 0.35]
}

---

#R
{
  "formula": "C5H14N2",
  "method": "ωB97M-V with the def2-TZVPD basis set",
  "homo_energy_ev": -8.31,
  "symbols": ["C", "N", "C", "C", "C", "C", "N", "H", "H", "H", "H", "H", "H", "H", "H", "H", "H", "H", "H", "H", "H"],
  "coordinates": [[0.1510, -0.5834, 1.0966], [0.6566, -1.1300, -0.2159], [2.1402, -1.3559, -0.1924], [0.6144, 0.0094, -1.1817], [-1.1721, 0.2483, 0.9219], [-2.3806, -0.5207, 0.7154], [-0.8718, 1.5100, 1.1799], [0.9896, 0.0565, 1.3603], [-0.1020, -1.3566, 1.8231], [2.6953, -0.4209, -0.2908], [2.4266, -1.7584, 0.7837], [2.4652, -2.0767, -0.9400], [1.1821, 0.8724, -0.7825], [-0.3611, 0.4487, -1.3839], [1.1097, -0.3504, -2.0876], [-0.4637, 3.3395, -1.9498], [-3.2811, 0.0835, 0.6066], [-1.5670, -0.3524, -0.2476], [-2.5384, -1.4048, 1.3212], [-1.4810, 1.8764, 1.9134], [-0.2120, 2.8653, -2.4500]],
  "mulliken_charge": [-0.44, -0.30, -0.96, -1.10, 0.35, -0.91, -0.68, 0.48, 0.34, 0.36, 0.36, 0.30, 0.41, 0.37, 0.33, 0.08, 0.38, 0.21, 0.27, 0.23, -0.09]
}

---

Which one is most stable, and which one is least stable? #Q is the most stable of them, while #R is the least stable.

---

#P
{
  "formula": "C5H14N2",
  "method": "ωB97M-V with the def2-TZVPD basis set",
  "homo_energy_ev": -8.33,
  "symbols": ["C", "C", "N", "C", "C", "N", "C", "H", "H", "H", "H", "H", "H", "H", "H", "H", "H", "H", "H", "H", "H"],
  "coordinates": [[0.5350, -3.2155, 0.7457], [1.1168, -2.0517, -0.0057], [0.4452, -0.8117, 0.2940], [1.0292, 0.4074, -0.2338], [0.1443, 1.6037, 0.1160], [-1.1395, 1.4986, -0.5536], [-1.8577, 2.7881, -0.5875], [-0.5289, -3.3203, 0.5901], [1.0270, -4.1361, 0.4384], [0.5915, -3.0305, 1.8164], [2.1583, -1.9057, 0.2615], [1.1122, -2.2151, -1.1000], [-0.5548, -0.8397, 0.2341], [2.0224, 0.5058, 0.2138], [1.1092, 0.3602, -1.3181], [0.6402, 2.5034, -0.2287], [0.0680, 1.5861, 1.2135], [-1.7780, 0.8854, -0.0627], [-1.1747, 3.5612, -0.9444], [-2.2744, 3.0552, 0.3937], [-2.6914, 2.7710, -1.2827]],
  "mulliken_charge": [-1.23, -0.36, -0.24, -0.66, -0.62, -0.39, -0.86, 0.32, 0.37, 0.33, 0.28, 0.31, 0.19, 0.37, 0.33, 0.47, 0.29, 0.21, 0.31, 0.30, 0.30]
}

---

#Q
{
  "formula": "C5H14N2",
  "method": "ωB97M-V with the def2-TZVPD basis set",
  "homo_energy_ev": -8.44,
  "symbols": ["C", "C", "N", "C", "N", "C", "C", "H", "H", "H", "H", "H", "H", "H", "H", "H", "H", "H", "H", "H", "H"],
  "coordinates": [[1.1636, -0.7657, -1.5510], [1.0760, 0.5073, -0.7403], [1.2449, 1.7161, -1.6178], [-0.3386, 0.5036, -0.1784], [-0.7041, -0.6637, 0.7035], [0.0316, -0.7494, 2.0880], [-2.1404, -0.5544, 1.0565], [0.2455, -1.4368, -1.4530], [2.0881, -1.2827, -1.3122], [1.0302, -0.5475, -2.7057], [1.8486, 0.7109, 0.1780], [1.0698, 1.4782, -2.5457], [2.0373, 2.3096, -1.4384], [-1.0256, 0.6800, -1.0863], [-0.5649, 1.4989, 0.5036], [0.9463, -1.0168, 1.7303], [-0.0051, 0.3029, 2.4740], [-0.5273, -1.2902, 2.7300], [-2.5704, -0.4554, -0.0095], [-2.3018, 0.4114, 1.5791], [-2.6036, -1.3565, 1.5954]],
  "mulliken_charge": [-1.24, 0.48, -0.54, -0.92, -0.12, -1.07, -0.90, 0.32, 0.21, 0.33, 0.37, 0.19, 0.20, 0.32, 0.35, 0.35, 0.33, 0.39, 0.27, 0.37, 0.32]
}

---

Which one is most stable, and which one is least stable? #P is the most stable of them, while #Q is the least stable.

---

#P
{
  "formula": "H22NO14",
  "method": "ωB97M-V with the def2-TZVPD basis set",
  "homo_energy_ev": -7.23,
  "charge": -1,
  "symbols": ["N", "O", "O", "O", "O", "H", "H", "O", "H", "H", "O", "H", "H", "O", "H", "H", "O", "H", "H", "O", "H", "H", "O", "H", "H", "O", "H", "H", "O", "H", "H", "O", "H", "H", "O", "H", "H"],
  "coordinates": [[-0.1682, 0.6801, 0.8542], [-0.6832, 0.0121, -0.1158], [0.0318, 0.2171, 2.0512], [0.7048, 1.5381, 0.5712], [0.1558, 2.8451, -1.8148], [0.8938, 2.8161, -2.3968], [0.3418, 2.4451, -0.9528], [-3.3232, -1.7559, -0.3788], [-2.8312, -1.4969, 0.3882], [-3.1502, -1.0719, -1.0528], [-0.5042, 0.5231, -3.2048], [0.4068, 0.3881, -3.4028], [-0.4222, 1.3471, -2.7648], [-0.3392, -2.1919, -1.7948], [-0.5392, -1.5079, -1.1558], [-0.3742, -1.8039, -2.6748], [2.1198, -0.5459, -1.2068], [2.6618, -0.1969, -0.5418], [1.3268, -0.0539, -1.0558], [-2.1872, -1.5269, 2.5462], [-1.4782, -2.0519, 2.1832], [-1.7682, -0.6569, 2.5592], [-3.0612, -0.3159, -2.5788], [-2.2622, 0.1961, -2.6128], [-2.6682, -1.1619, -2.9568], [3.1838, 3.2691, 0.1702], [2.2688, 3.0141, 0.1152], [3.2998, 3.6561, -0.6948], [0.9138, -1.1169, 4.3102], [0.3338, -1.9289, 4.4002], [0.5928, -0.5519, 3.6482], [-0.4482, -3.0069, 1.1322], [0.4268, -2.7549, 1.4982], [-0.4842, -2.5969, 0.2932], [2.5998, 1.7291, 2.5512], [2.7278, 2.1641, 1.7602], [1.7028, 1.4531, 2.3242]],
  "mulliken_charge": [0.70, -0.39, -0.86, -0.76, -0.76, 0.28, 0.44, -0.71, 0.34, 0.45, -0.70, 0.30, 0.39, -0.61, 0.30, 0.26, -0.60, 0.35, 0.27, -0.66, 0.38, 0.34, -0.77, 0.41, 0.34, -0.67, 0.34, 0.31, -0.65, 0.32, 0.49, -0.73, 0.36, 0.38, -0.67, 0.35, 0.43]
}

---

#Q
{
  "formula": "H22NO14",
  "method": "ωB97M-V with the def2-TZVPD basis set",
  "homo_energy_ev": -7.57,
  "charge": -1,
  "symbols": ["N", "O", "O", "O", "O", "H", "H", "O", "H", "H", "O", "H", "H", "O", "H", "H", "O", "H", "H", "O", "H", "H", "O", "H", "H", "O", "H", "H", "O", "H", "H", "O", "H", "H", "O", "H", "H"],
  "coordinates": [[-0.2757, 0.4661, 0.0016], [-0.3397, 1.6981, -0.5374], [-1.1297, -0.3919, -0.2784], [0.8983, 0.1211, 0.3576], [3.6033, -0.7729, 0.9156], [2.8953, -0.3989, 0.4076], [4.2233, -1.1569, 0.2706], [-0.8357, 3.7621, 2.2276], [-0.0707, 3.5591, 1.5546], [-1.2397, 2.9291, 2.5346], [2.6063, 3.0271, -1.3944], [2.9993, 2.2951, -1.8704], [1.8743, 2.6531, -0.9104], [1.9913, -3.2179, 0.2476], [2.0483, -2.1809, 0.3826], [1.8403, -2.8159, -0.7094], [-1.4747, 3.8751, -1.7494], [-1.0767, 3.1221, -1.2474], [-0.6357, 4.4241, -1.8094], [-1.7257, 1.8131, -3.5214], [-1.8117, 2.4391, -2.7444], [-0.8587, 1.9971, -3.9614], [0.7693, -1.7029, -2.0644], [0.6923, -0.9539, -1.4084], [0.2753, -2.3289, -1.6594], [-1.5287, -2.9859, -1.3144], [-1.8597, -2.0389, -1.1314], [-2.2027, -3.6789, -0.9514], [-2.6617, -1.1389, 2.0086], [-2.8597, -0.4459, 2.7236], [-1.9417, -0.6709, 1.6016], [-0.5987, -3.1619, 1.8496], [-0.4507, -3.0099, 0.9216], [-1.4097, -2.7269, 1.7776], [0.0923, -0.5049, 3.2786], [-0.2177, -1.2079, 3.7096], [0.3953, -0.6879, 2.4906]],
  "mulliken_charge": [0.61, -0.66, -0.53, -0.56, -0.62, 0.37, 0.33, -0.64, 0.32, 0.31, -0.66, 0.31, 0.34, -0.67, 0.22, 0.45, -0.71, 0.55, 0.32, -0.69, 0.37, 0.28, -0.71, 0.35, 0.34, -0.71, 0.40, 0.31, -0.64, 0.30, 0.28, -0.60, 0.31, 0.33, -0.55, 0.30, 0.27]
}

---

Which one is most stable, and which one is least stable? #P is the most stable of them, while #Q is the least stable.